Record 1
Density functional theory data (ωB97M-V with the def2-TZVPD basis set) for a cluster of 4 separate species, C44H69N2O10S2 in total.

As for the gap between HOMO and LUMO: 6.0 eV. The energy above the lowest of the compared OMol25 structures with the same formula, charge and spin comes out at 289.6 kcal/mol.

The geometry in ORCA input format:
```
! wB97M-V def2-TZVPD RIJCOSX def2/J DEFGRID3
* xyz 1 1
C -2.911 -2.571 1.034
C -2.131 -1.810 -0.153
C -0.683 -2.405 -0.503
O 0.046 -2.944 0.630
C 1.073 -2.004 1.091
C 0.319 -0.987 2.084
C -0.298 -1.972 3.191
N -0.382 -1.195 4.283
C 0.044 0.256 4.115
C -1.366 0.924 3.656
C -1.642 2.379 4.275
C -2.727 3.086 3.275
S -2.057 4.559 2.381
C -1.691 4.096 0.602
S -1.708 2.475 0.139
N -1.372 5.226 -0.295
C -1.196 4.808 -1.701
C -2.441 4.381 -2.571
C -2.359 3.968 -4.056
C -0.958 3.970 -4.762
C 0.309 4.369 -3.969
C 0.174 4.791 -2.461
C -0.171 5.889 0.262
C 1.021 5.178 0.957
C 2.209 6.012 1.543
C 2.271 7.584 1.460
C 1.092 8.290 0.726
C -0.103 7.454 0.139
C 1.190 0.059 2.958
C 2.446 -0.608 3.696
C 3.733 -0.848 2.771
O 4.125 -2.244 2.625
C 4.920 -2.256 1.407
O 6.169 -2.071 1.490
C 4.318 -2.441 -0.059
C 4.113 -1.059 -0.876
C 1.295 1.554 2.371
O 2.625 1.969 1.986
C 3.348 2.592 3.071
C 4.717 3.282 2.522
H -2.458 -3.568 1.354
H -3.980 -2.785 0.647
H -3.064 -1.849 1.928
H -2.113 -0.674 0.083
H -2.786 -1.898 -1.100
H -0.846 -3.284 -1.240
H -0.099 -1.615 -1.100
H 1.779 -2.651 1.742
H 1.610 -1.477 0.233
H -0.370 -0.405 1.386
H -0.564 -3.090 3.109
H -0.721 -1.501 5.218
H 0.434 0.774 5.057
H -1.492 1.007 2.525
H -2.216 0.238 4.033
H -2.121 2.380 5.312
H -0.736 3.071 4.314
H -3.614 3.446 3.927
H -3.187 2.325 2.538
H -3.465 4.381 -2.050
H -3.323 3.686 -4.614
H -0.929 3.679 -5.867
H 1.338 4.335 -4.519
H 1.143 5.085 -1.925
H 1.046 4.031 1.059
H 3.087 5.523 2.092
H 3.156 8.164 1.919
H 1.137 9.435 0.632
H -0.945 8.047 -0.372
H 2.208 -1.628 4.192
H 2.705 0.088 4.585
H 4.666 -0.258 3.123
H 3.482 -0.451 1.712
H 3.335 -3.022 -0.027
H 5.040 -3.078 -0.700
H 3.064 -0.978 -1.360
H 4.848 -0.996 -1.766
H 4.277 -0.118 -0.250
H 0.643 1.599 1.428
H 0.902 2.361 3.105
H 2.722 3.372 3.658
H 3.708 1.843 3.880
H 5.193 3.871 3.386
H 5.434 2.425 2.243
H 4.519 3.908 1.590
O -5.534 -2.349 -1.329
C -6.517 -2.603 -0.666
O -6.804 -3.877 -0.349
C -7.813 -4.269 0.593
C -9.170 -4.375 -0.075
C -7.480 -1.519 -0.272
H -7.824 -3.603 1.459
H -7.519 -5.253 0.965
H -9.498 -3.413 -0.472
H -9.920 -4.732 0.633
H -9.125 -5.068 -0.920
H -8.196 -1.364 -1.080
H -6.916 -0.598 -0.111
H -8.008 -1.721 0.659
O -2.501 -5.921 0.628
C -1.472 -6.491 0.335
O -1.388 -7.184 -0.812
C -0.168 -7.716 -1.349
C 0.129 -9.086 -0.772
C -0.310 -6.516 1.288
H 0.661 -7.016 -1.213
H -0.321 -7.807 -2.427
H 0.280 -9.043 0.308
H 1.026 -9.510 -1.230
H -0.710 -9.763 -0.949
H -0.439 -7.339 1.992
H -0.293 -5.573 1.837
H 0.658 -6.598 0.795
O 3.598 4.470 -6.009
C 3.661 3.294 -6.309
O 4.098 2.389 -5.414
C 4.015 0.968 -5.596
C 5.214 0.445 -6.362
C 3.349 2.843 -7.708
H 3.066 0.685 -6.060
H 4.010 0.530 -4.595
H 5.263 0.866 -7.368
H 5.174 -0.643 -6.444
H 6.141 0.726 -5.855
H 4.243 2.939 -8.325
H 2.564 3.486 -8.110
H 2.966 1.825 -7.763
*
```

Record 2
Density functional theory data (ωB97M-V with the def2-TZVPD basis set) for a structure of composition C48H73F5GeKO5SSeTe.

As for the gap between HOMO and LUMO (spin up / spin down): 5.4 / 4.1 eV. The energy above the lowest of the compared OMol25 structures with the same formula, charge and spin comes out at 12.7 kcal/mol. The expectation value of S² is 0.791.

The geometry in ORCA input format:
```
! wB97M-V def2-TZVPD RIJCOSX def2/J DEFGRID3
* xyz -2 2
K -1.112 0.756 1.622
C -3.217 1.973 -2.679
C -4.027 2.051 -1.379
C -5.465 1.584 -1.672
C -4.091 3.509 -0.909
O -3.398 1.236 -0.426
Ge -4.268 0.487 1.088
O -2.936 -0.915 1.192
C -3.259 -2.281 1.297
C -4.549 -2.508 2.107
C -3.443 -2.903 -0.095
C -2.105 -2.985 2.022
O -3.299 1.579 2.370
C -3.694 1.763 3.709
C -3.080 0.679 4.605
C -5.225 1.729 3.865
C -3.194 3.130 4.182
H -3.645 2.627 -3.444
H -3.205 0.944 -3.046
H -2.186 2.274 -2.483
H -5.867 2.119 -2.537
H -6.106 1.777 -0.810
H -5.472 0.511 -1.880
H -4.552 4.153 -1.664
H -3.084 3.861 -0.700
H -4.674 3.563 0.015
H -5.419 -2.167 1.541
H -4.502 -1.940 3.040
H -4.671 -3.567 2.346
H -4.271 -2.405 -0.608
H -3.651 -3.975 -0.029
H -2.540 -2.750 -0.684
H -1.969 -2.537 3.010
H -1.185 -2.859 1.454
H -2.309 -4.053 2.137
H -3.397 -0.310 4.261
H -3.389 0.811 5.644
H -1.989 0.735 4.565
H -5.607 0.723 3.672
H -5.681 2.411 3.143
H -5.517 2.031 4.873
H -2.110 3.195 4.077
H -3.445 3.289 5.234
H -3.659 3.920 3.586
C 0.075 -1.080 -6.441
C 1.201 -0.101 -6.094
C 1.077 1.124 -7.012
C 2.538 -0.813 -6.354
C 1.142 0.350 -4.643
C 0.165 -0.100 -3.754
C 0.142 0.369 -2.464
Se -1.029 -0.376 -1.135
C 0.184 -1.818 -0.776
C 0.328 -2.878 -1.649
C 1.188 -3.923 -1.341
C 1.914 -3.801 -0.150
C 1.817 -2.751 0.748
C 0.864 -1.702 0.480
O 0.573 -0.725 1.234
C 2.747 -2.789 1.974
C 2.428 -4.032 2.821
C 2.647 -1.565 2.891
C 4.206 -2.870 1.488
C 1.341 -5.170 -2.209
C 2.786 -5.292 -2.716
C 0.983 -6.420 -1.390
C 0.419 -5.130 -3.431
C 1.052 1.381 -1.993
O 0.782 1.934 -0.898
C 2.162 1.710 -2.859
C 2.127 1.218 -4.146
C 3.357 2.585 -2.453
C 3.566 2.673 -0.935
C 4.654 2.003 -3.038
C 3.127 4.001 -3.006
H 0.148 -1.362 -7.493
H -0.906 -0.633 -6.276
H 0.151 -1.987 -5.839
H 1.108 0.816 -8.060
H 1.886 1.835 -6.837
H 0.132 1.638 -6.829
H 2.591 -1.158 -7.390
H 2.634 -1.677 -5.694
H 3.389 -0.156 -6.169
H -0.587 -0.819 -4.047
H -0.259 -2.871 -2.560
H 2.614 -4.600 0.084
H 1.391 -3.989 3.163
H 3.079 -4.070 3.699
H 2.562 -4.956 2.254
H 1.662 -1.491 3.346
H 2.817 -0.643 2.340
H 3.398 -1.647 3.684
H 4.388 -3.761 0.883
H 4.891 -2.890 2.341
H 4.438 -1.994 0.880
H 3.495 -5.357 -1.889
H 3.047 -4.414 -3.311
H 2.901 -6.186 -3.339
H 1.629 -6.520 -0.517
H 1.086 -7.324 -1.999
H -0.049 -6.351 -1.039
H 0.642 -4.267 -4.061
H -0.630 -5.080 -3.131
H 0.561 -6.034 -4.029
H 2.918 1.517 -4.823
H 3.688 1.680 -0.499
H 2.721 3.137 -0.446
H 4.464 3.260 -0.725
H 4.761 0.958 -2.740
H 5.512 2.559 -2.653
H 4.690 2.055 -4.127
H 2.214 4.417 -2.576
H 3.018 3.985 -4.093
H 3.965 4.653 -2.746
C -1.729 5.250 1.640
Te -0.379 3.908 0.610
C 1.056 5.523 0.457
H -1.942 6.143 1.051
H -1.315 5.532 2.607
H -2.657 4.704 1.801
H 0.715 6.318 1.116
H 1.119 5.894 -0.564
H 2.039 5.188 0.780
F 3.295 1.270 9.667
C 2.698 1.605 8.502
C 1.323 1.737 8.424
F 0.581 1.506 9.526
C 0.722 2.107 7.241
F -0.615 2.206 7.238
C 1.442 2.408 6.064
S 0.699 3.006 4.655
C 2.834 2.207 6.183
F 3.625 2.409 5.121
C 3.446 1.834 7.361
F 4.785 1.695 7.421
*
```

Record 3
Density functional theory data (ωB97M-V with the def2-TZVPD basis set) for the molecule C7H12O5S.

As for the gap between HOMO and LUMO: 9.7 eV. The energy above the lowest of the compared OMol25 structures with the same formula, charge and spin comes out at 68.9 kcal/mol.

The geometry in ORCA input format:
```
! wB97M-V def2-TZVPD RIJCOSX def2/J DEFGRID3
* xyz 0 1
C -1.038 -1.949 0.379
C 1.547 0.831 -0.290
C 1.206 -1.227 0.485
C 0.434 -0.436 1.439
C 0.435 -2.452 0.240
C 0.415 1.110 0.791
C -0.991 2.756 -0.970
O -1.876 1.949 1.404
O -0.956 -0.907 1.373
O 1.480 -0.503 -0.647
O 0.771 -3.537 1.108
O 0.711 2.160 1.566
S -1.372 1.313 0.190
H -1.476 -1.556 -0.527
H -1.730 -2.825 0.756
H 1.572 1.499 -1.059
H 2.451 0.931 0.356
H 2.111 -1.628 0.886
H 0.770 -0.652 2.488
H 0.560 -2.701 -0.799
H -1.742 2.571 -1.737
H 0.005 2.604 -1.253
H -1.180 3.599 -0.260
H 0.436 -4.395 0.901
H -0.086 2.375 2.006
*
```

Record 4
Density functional theory data (ωB97M-V with the def2-TZVPD basis set) for a structure of composition C40H38F3N4RhSb.

As for the gap between HOMO and LUMO: 5.7 eV.

The geometry in ORCA input format:
```
! wB97M-V def2-TZVPD RIJCOSX def2/J DEFGRID3
* xyz 1 1
Rh 0.108 0.164 0.102
C 0.024 3.228 -2.553
C 1.228 2.375 -2.126
C 1.195 0.965 -2.686
N 0.341 0.082 -1.916
C -0.527 -0.752 -2.489
C -1.047 -0.582 -3.783
C -1.757 -1.444 -4.603
C -2.051 -2.785 -4.441
C -1.714 -3.552 -3.332
C -1.203 -3.168 -2.111
C -0.904 -1.880 -1.599
N -0.725 -1.646 -0.315
C -0.879 -2.663 0.707
C -1.345 -2.082 2.042
C -0.300 -1.166 2.694
N -0.357 0.143 2.052
C -1.121 1.118 2.506
C -1.801 1.063 3.761
C -2.396 2.056 4.495
C -2.525 3.417 4.213
C -2.227 4.040 3.020
C -1.804 3.478 1.827
C -1.405 2.163 1.514
N -1.179 1.769 0.253
C -1.734 2.581 -0.826
C -0.839 3.695 -1.387
H 0.360 4.083 -3.140
H -0.618 2.641 -3.218
H 2.165 2.863 -2.398
H 1.249 2.297 -1.028
H 0.894 0.986 -3.735
H 2.206 0.530 -2.677
H -0.878 0.400 -4.206
H -2.086 -0.999 -5.535
H -2.544 -3.290 -5.260
H -1.899 -4.617 -3.425
H -1.028 -3.980 -1.417
H -1.589 -3.426 0.383
H 0.090 -3.162 0.860
H -2.269 -1.518 1.888
H -1.579 -2.908 2.715
H -0.431 -1.107 3.772
H 0.697 -1.578 2.532
H -1.823 0.091 4.229
H -2.797 1.739 5.450
H -2.938 4.035 4.999
H -2.405 5.108 2.987
H -1.743 4.171 1.001
H -1.983 1.886 -1.631
H -2.679 3.008 -0.483
H -1.499 4.498 -1.720
H -0.210 4.113 -0.597
F 4.193 -5.297 -3.416
C 3.846 -4.295 -2.597
C 4.747 -3.893 -1.627
C 4.388 -2.854 -0.786
C 3.143 -2.242 -0.914
C 2.262 -2.669 -1.902
C 2.607 -3.705 -2.757
Sb 2.606 -0.633 0.329
C 2.986 -1.425 2.252
C 3.003 -2.800 2.467
C 3.107 -3.316 3.750
C 3.192 -2.432 4.808
F 3.287 -2.921 6.052
C 3.182 -1.060 4.633
C 3.072 -0.564 3.345
C 4.305 0.600 0.101
C 4.465 1.318 -1.082
C 5.619 2.045 -1.317
C 6.603 2.044 -0.345
F 7.722 2.745 -0.563
C 6.473 1.348 0.840
C 5.311 0.623 1.060
H 5.704 -4.387 -1.548
H 5.092 -2.522 -0.031
H 1.296 -2.194 -2.011
H 1.941 -4.052 -3.533
H 2.933 -3.487 1.632
H 3.126 -4.380 3.937
H 3.257 -0.409 5.492
H 3.047 0.511 3.204
H 3.695 1.310 -1.841
H 5.768 2.603 -2.230
H 7.271 1.378 1.569
H 5.208 0.070 1.986
*
```

Record 5
Density functional theory data (ωB97M-V with the def2-TZVPD basis set) for a cluster of 2 separate species, C3H9NO2S in total.

As for the gap between HOMO and LUMO: 10.1 eV. The energy above the lowest of the compared OMol25 structures with the same formula, charge and spin comes out at 28.1 kcal/mol.

The geometry in ORCA input format:
```
! wB97M-V def2-TZVPD RIJCOSX def2/J DEFGRID3
* xyz 0 1
N 0.786 -1.262 -0.706
C -0.619 -0.789 -0.620
C -0.713 0.699 -0.912
S -2.364 1.361 -0.486
H 0.813 -2.273 -0.490
H 1.139 -1.198 -1.665
H -1.011 -0.998 0.403
H -1.325 -1.327 -1.324
H 0.071 1.235 -0.325
H -0.515 0.897 -1.960
H -2.210 2.579 -1.074
O 1.119 0.739 3.340
C 1.028 0.406 2.175
O 2.070 0.034 1.376
H 0.063 0.337 1.663
H 1.669 -0.441 0.603
*
```

Record 6
Density functional theory data (ωB97M-V with the def2-TZVPD basis set) for a cluster of 10 separate species, C13H31F2N14O20 in total.

As for the gap between HOMO and LUMO: 8.9 eV.

The geometry in ORCA input format:
```
! wB97M-V def2-TZVPD RIJCOSX def2/J DEFGRID3
* xyz 1 1
N -5.072 1.648 -2.285
C -4.178 0.657 -2.130
N -3.796 -0.245 -3.056
C -2.916 -1.023 -2.476
N -2.732 -0.656 -1.198
N -1.890 -1.140 -0.223
C -2.356 -2.439 0.250
O -3.364 -2.559 0.834
F -1.566 -3.429 -0.120
C -0.519 -0.857 -0.553
O -0.194 0.068 -1.194
F 0.299 -1.722 0.006
N -3.519 0.432 -0.982
H -4.947 2.304 -3.037
H -5.882 1.735 -1.680
H -2.380 -1.864 -2.911
H -3.533 0.914 -0.094
C -9.453 3.342 -1.915
N -8.004 3.013 -1.873
O -7.309 3.306 -2.818
O -7.594 2.455 -0.864
H -9.659 3.828 -2.860
H -9.996 2.407 -1.813
H -9.656 3.994 -1.070
C 0.113 -3.781 -4.663
N -1.035 -3.092 -5.316
O -1.903 -2.630 -4.576
O -1.056 -3.011 -6.513
H -0.040 -3.766 -3.593
H 0.134 -4.796 -5.050
H 1.012 -3.248 -4.954
C 3.299 -1.650 -1.962
N 2.946 -2.371 -3.214
O 3.115 -1.817 -4.277
O 2.487 -3.496 -3.098
H 3.700 -0.680 -2.226
H 2.392 -1.567 -1.374
H 4.035 -2.249 -1.439
C 3.970 3.126 -0.888
N 4.756 2.139 -1.678
O 4.962 1.044 -1.187
O 5.145 2.495 -2.767
H 3.699 2.674 0.058
H 4.598 3.996 -0.736
H 3.096 3.384 -1.480
C 7.591 5.713 1.418
N 6.637 4.570 1.410
O 5.445 4.817 1.434
O 7.111 3.456 1.377
H 7.019 6.633 1.447
H 8.218 5.602 2.297
H 8.188 5.639 0.514
C -6.741 1.819 2.819
N -7.351 3.168 2.660
O -8.557 3.253 2.736
O -6.587 4.088 2.454
H -7.534 1.100 2.986
H -6.204 1.607 1.900
H -6.060 1.859 3.663
C 1.962 -2.076 2.734
N 3.039 -2.580 3.630
O 3.143 -3.776 3.786
O 3.734 -1.731 4.147
H 1.415 -2.929 2.347
H 1.329 -1.427 3.333
H 2.443 -1.515 1.939
C 2.283 -6.097 -0.036
N 1.959 -4.656 -0.203
O 0.837 -4.356 -0.565
O 2.842 -3.861 0.037
H 1.402 -6.675 -0.284
H 3.110 -6.317 -0.705
H 2.582 -6.241 0.998
C 4.373 0.380 6.478
N 3.375 1.467 6.276
O 2.359 1.196 5.663
O 3.640 2.556 6.734
H 3.986 -0.514 6.009
H 5.302 0.702 6.018
H 4.503 0.251 7.549
*
```

Record 7
Density functional theory data (ωB97M-V with the def2-TZVPD basis set) for a cluster of 2 separate species, C4H9Cl2N in total.

As for the gap between HOMO and LUMO: 9.8 eV. The energy above the lowest of the compared OMol25 structures with the same formula, charge and spin comes out at 40.0 kcal/mol.

The geometry in ORCA input format:
```
! wB97M-V def2-TZVPD RIJCOSX def2/J DEFGRID3
* xyz 0 1
C -0.192 0.432 1.462
C -1.103 1.010 -0.780
C 0.816 -0.641 -0.374
C 0.111 0.640 0.026
N 0.082 -1.819 -0.295
Cl 2.335 -0.873 0.452
Cl 1.387 1.963 -0.234
H 0.784 0.448 2.043
H -0.773 -0.421 1.569
H -0.555 1.386 1.941
H -1.223 2.035 -0.625
H -2.059 0.498 -0.411
H -0.853 0.646 -1.763
H 1.140 -0.553 -1.966
H 0.569 -2.676 0.046
H -0.466 -2.078 -1.091
*
```